# 1
The following is a DFT calculation (ωB97M-V/def2-TZVPD) of 2 unconnected molecules or ions with the total composition C26H44F8N3O2S2 at a distorted geometry.

The value obtained for the HOMO energy is -10.50 eV. The value obtained for the maximum force is 3.2 eV/Å. For the lowest unoccupied orbital energy, the calculation gives -0.0964 hartree. As for the frontier orbital gap: 7.874 eV.

```
! RIJCOSX wB97M-V def2-TZVPD def2/J DEFGRID3
* xyz 1 1
S 4.995 -2.703 1.121
S 3.098 -1.844 -0.993
F -4.172 5.068 -1.182
F -3.201 4.158 -4.434
F -1.874 4.200 -2.732
F -4.289 3.105 -2.115
F -1.198 7.173 0.754
F -3.038 7.602 -1.183
F -1.574 5.308 -0.290
F -1.126 8.562 -1.561
O 0.793 -5.063 -1.245
O -2.849 6.090 -3.463
N -2.343 -3.240 1.282
N -0.863 -3.435 -0.654
N 2.760 -1.123 1.496
C -4.660 0.671 0.032
C -0.059 -4.256 -1.091
C -1.718 6.811 -2.972
C -4.229 4.438 -2.367
C 2.089 -2.016 2.460
C 6.358 -3.424 -1.201
C -1.931 -4.068 0.115
C 7.269 -4.563 -0.716
C 2.799 1.359 1.819
C -0.026 -3.448 2.328
C -4.702 -0.851 0.281
C 3.790 2.405 1.229
C -1.054 6.543 -0.435
C -3.002 4.740 -3.232
C -3.470 -1.612 -0.299
C -3.170 -4.228 -0.763
C -2.465 -1.819 0.860
C 3.495 0.006 2.111
C 3.525 2.723 -0.260
C 3.542 -1.835 0.567
C 6.240 -2.312 -0.143
C -1.532 -3.447 2.533
C 0.592 -2.060 2.111
C -1.757 7.357 -1.528
C -3.278 1.328 0.223
C -4.005 -2.921 -0.960
H -2.647 0.804 0.936
H -5.111 0.890 -0.930
H 3.652 3.331 1.781
H -4.027 -2.730 -2.028
H 8.149 -4.187 -0.200
H 0.015 6.454 -0.646
H 2.012 1.227 1.086
H 2.276 -1.758 3.498
H 2.460 -3.030 2.280
H 6.768 -3.066 -2.144
H 0.396 -3.831 3.260
H 5.998 -1.383 -0.653
H -1.781 -2.624 3.196
H -5.324 1.118 0.772
H 3.659 -0.126 3.178
H 6.703 -5.241 -0.082
H -1.642 -5.048 0.498
H -3.441 2.337 0.585
H -2.840 -4.573 -1.737
H 7.210 -2.183 0.330
H 0.308 -4.149 1.568
H 4.252 2.214 -0.888
H -2.791 1.402 -0.745
H -1.693 7.697 -3.604
H 4.822 2.081 1.336
H 2.544 2.381 -0.586
H 0.018 -1.255 2.571
H -5.029 -3.148 -0.684
H -5.608 -1.217 -0.198
H 7.625 -5.140 -1.566
H -0.788 6.283 -3.181
H -5.144 4.747 -2.875
H 5.358 -3.803 -1.384
H -1.858 -4.370 3.006
H -3.015 -0.970 -1.041
H -1.512 -1.372 0.607
H 0.557 -1.875 1.038
H -3.796 -5.025 -0.361
H 2.424 1.776 2.750
H -4.838 -1.044 1.347
H -2.821 -1.284 1.735
H -3.295 -3.533 1.505
H 3.569 3.790 -0.453
H 4.464 0.054 1.619
*
```

Atom charges from the Mulliken analysis, given in e for atoms 1 to 5: 0.002, -0.172, -0.213, -0.313, -0.261

=====

# 2
The following is a DFT calculation (ωB97M-V/def2-TZVPD) of 2 unconnected molecules or ions with the total composition CH2N2O3P at a distorted geometry.

The value obtained for the HOMO energy (alpha / beta) is -3.44 / -3.44 eV. As for the energy above the lowest of the compared OMol25 structures with the same formula, charge and spin: 2.8404 eV. The value obtained for the maximum force is 3.3 eV/Å. For the lowest unoccupied orbital energy (alpha / beta), the calculation gives 0.1425 / 0.1425 hartree. As for the frontier orbital gap (alpha / beta): 7.319 / 7.314 eV.

```
! RIJCOSX wB97M-V def2-TZVPD def2/J DEFGRID3
* xyz -1 1
P -2.556 0.808 0.211
O -2.130 1.516 -1.057
O -0.592 -0.797 0.588
O -3.059 1.636 1.358
N -3.431 -1.918 -0.459
N -0.135 -1.621 -0.414
C -3.174 -0.842 -0.123
H -0.906 -2.308 -0.644
H 0.305 -1.108 -1.272
*
```

Atom charges from the Mulliken analysis, given in e for atoms 1 to 5: 0.848, -0.611, -0.541, -0.612, -0.456

=====

Which of these has the highest maximum force?
CH2N2O3P

=====

Which value of maximum force does entry 1 give?
3.2 eV/Å

=====

Which value of maximum force does entry 1 give?
3.2 eV/Å

=====

The highest maximum force belongs to which entry?
CH2N2O3P